1.
The following is a DFT calculation (wB97M-V/def2-TZVPD) of 2 unconnected molecules or ions with the total composition C6H13NO4PS2 at a distorted geometry.

```
27
Properties=species:S:1:pos:R:3
H 0.354 -0.882 0.707
H -2.804 1.726 0.340
H -3.497 -0.322 -1.369
H 1.240 1.493 -1.802
H -4.418 -0.365 0.121
C -1.583 -2.006 0.151
H 4.531 0.737 -2.044
C -0.772 -0.874 0.833
H -1.181 -2.162 -0.928
O 3.719 0.721 -1.477
C 0.903 0.981 -0.839
O 5.718 -0.130 -0.314
C -0.524 1.058 -0.609
O 1.678 0.354 -0.073
C -3.442 -0.488 -0.215
S 3.533 -2.064 -0.136
H 2.483 1.032 1.524
H -2.898 0.572 1.603
H 6.061 -0.284 0.602
H -1.464 -2.935 0.693
S 3.813 1.262 1.415
H -0.884 1.915 -1.045
O -2.943 -1.646 0.159
P 4.047 -0.120 -0.177
C -2.590 0.604 0.545
N -1.249 0.397 0.216
H -1.004 -0.772 1.915
```

Frontier orbital gap, hartree: 0.185
Charge: +1
E_HOMO, eV: -11.52
Energy, hartree: -1729.572343

Löwdin population analysis, charges in e, atoms 1 to 4: 0.128, 0.175, 0.172, 0.172

2.
The following is a DFT calculation (wB97M-V/def2-TZVPD) of 2 unconnected molecules or ions with the total composition C6H13NO4S at a distorted geometry.

```
25
Properties=species:S:1:pos:R:3
O -1.010 -1.601 -1.313
H 1.758 -1.702 0.368
H 2.756 -0.712 -0.960
H -3.526 0.831 -1.916
C -2.422 1.031 -1.728
H 1.417 -2.014 -1.502
H -2.141 2.096 -1.906
S -2.104 0.369 -0.005
H 0.108 -1.075 2.816
H -1.715 0.332 -2.240
H 0.642 0.420 -1.565
H -0.176 0.505 2.901
H 0.362 1.590 0.232
O -1.842 1.488 0.826
C -0.741 -2.131 -0.161
H 2.178 1.193 0.057
H -1.482 -0.494 2.599
C 1.737 -1.294 -0.712
O -3.174 -0.495 0.378
N -0.521 -0.376 2.354
C -0.670 -0.674 -0.234
O -0.455 -3.124 0.397
H 1.316 0.603 1.451
C 1.175 0.904 0.390
C 0.678 -0.119 -0.561
```

Frontier orbital gap, hartree: 0.389
Charge: 0
SMILES: CC(C)[C@@]1(S(C)(=O)=O)OC1=O.N
E_HOMO, eV: -9.93
Energy, hartree: -990.195393
Relative energy (zero: lowest compared OMol25 entry of this formula, charge and spin), eV: 3.091

Löwdin population analysis, charges in e, atoms 1 to 4: 0.121, 0.112, 0.126, 0.090

3.
The following is a DFT calculation (wB97M-V/def2-TZVPD) of C6H13NO5 in the gas phase at a distorted geometry.

```
25
Properties=species:S:1:pos:R:3
C 0.305 1.867 1.367
H -0.570 0.972 -1.129
H -2.002 2.707 0.032
H -2.393 2.522 1.732
H 1.586 -0.182 -0.014
C -1.207 0.014 2.108
O 0.574 -1.119 -1.640
H -2.040 -0.659 1.852
H 0.600 2.558 0.562
C 0.617 -0.675 -0.266
O 1.699 -2.018 -1.907
H -3.067 1.393 0.569
C -0.636 0.269 -0.287
H -1.515 -0.311 -0.606
H 0.105 2.453 2.271
H -0.312 -0.597 2.278
O 1.810 -2.161 -3.258
H 1.153 1.202 1.576
C -0.931 1.034 0.999
H 0.584 -1.519 0.460
H -1.452 0.535 3.040
C -2.157 1.957 0.819
O 2.403 -4.321 -3.600
O 3.981 -2.710 -3.518
N 2.863 -3.214 -3.442
```

Frontier orbital gap, hartree: 0.333
Charge: 0
SMILES: CC(C)(C)CCOOO[N+](=O)[O-]
E_HOMO, eV: -9.78
Energy, hartree: -667.011515
Relative energy (zero: lowest compared OMol25 entry of this formula, charge and spin), eV: 9.665

Löwdin population analysis, charges in e, atoms 1 to 4: -0.059, 0.127, 0.085, 0.084

4.
The following is a DFT calculation (wB97M-V/def2-TZVPD) of 3 unconnected molecules or ions with the total composition C6H13NP at a distorted geometry.

```
21
Properties=species:S:1:pos:R:3
H 2.053 -1.716 0.931
H 3.579 0.207 0.176
P 2.451 1.035 0.341
N 1.418 -1.661 0.199
H -1.089 0.187 2.027
H 1.724 -2.208 -0.606
H -0.531 -0.361 -2.642
C -0.642 0.800 1.248
H -2.777 1.361 0.857
C -1.730 1.310 0.302
H -1.995 -0.846 -0.586
H -0.031 -1.848 1.774
H -0.005 1.629 1.424
C 0.001 -1.629 0.646
H -0.710 -2.388 0.024
H -1.490 2.349 -0.178
C -1.464 0.095 -0.543
C -0.178 -0.165 0.162
C 1.248 -0.195 -0.392
H -1.090 0.060 -2.032
H 2.668 1.737 -0.837
```

Frontier orbital gap (spin up / spin down), hartree: 0.236 / 0.314
Charge: +1
E_HOMO (spin up / spin down), eV: -11.81 / -12.91
Energy, hartree: -631.970030
Relative energy (zero: lowest compared OMol25 entry of this formula, charge and spin), eV: 6.737

Löwdin population analysis, charges in e, atoms 1 to 4: 0.119, -0.091, 0.902, 0.066

Look up the charge of the first one.
+1

Which of these has the highest energy?
C6H13NP

What is the charge in the second record?
0